No. 1
Density functional theory data (ωB97M-V with the def2-TZVPD basis set) for a 2-piece molecular cluster, C6H12O overall.

Values from the calculation:
HOMO energy	-9.6776	eV
F_max	0.49	eV Å⁻¹
frontier orbital gap	10.7	eV
SMILES string	C=CCCC(C)=O.[H][H]
LUMO level	0.0358	Eh

ORCA input file:
```
! RIJCOSX wB97M-V def2-TZVPD def2/J DEFGRID3
* xyz 0 1
C -1.336 -1.295 -0.583
C -1.801 -0.164 -0.061
C -1.080 1.157 -0.024
C 0.354 1.108 -0.552
C 1.254 0.163 0.237
C 2.284 -0.625 -0.543
O 1.188 0.089 1.446
H -0.371 -1.350 -1.079
H -1.893 -2.224 -0.522
H -2.777 -0.173 0.425
H -1.069 1.515 1.012
H -1.652 1.900 -0.597
H 0.804 2.106 -0.460
H 0.372 0.852 -1.617
H 3.055 0.061 -0.912
H 1.841 -1.112 -1.419
H 2.746 -1.371 0.106
H -0.707 -0.260 2.555
H -1.420 -0.410 2.709
*
```

No. 2
Density functional theory data (ωB97M-V with the def2-TZVPD basis set) for one molecule with the formula C6H12O.

Values from the calculation:
HOMO energy	-9.4355	eV
F_max	0.34	eV Å⁻¹
frontier orbital gap	10.4	eV
SMILES string	CC[C@@]1(C)C[C@H]1O
LUMO level	0.0337	Eh

ORCA input file:
```
! RIJCOSX wB97M-V def2-TZVPD def2/J DEFGRID3
* xyz 0 1
C -1.348 0.759 -1.416
C -1.204 -0.214 -0.242
C 0.111 -0.068 0.505
C 0.406 1.265 1.177
C 0.698 -1.277 1.196
C 1.322 -0.761 -0.060
O 1.225 -1.606 -1.167
H -0.524 0.645 -2.133
H -1.350 1.804 -1.087
H -2.283 0.584 -1.960
H -1.279 -1.240 -0.620
H -2.041 -0.074 0.454
H 0.157 2.111 0.526
H -0.149 1.375 2.116
H 1.468 1.328 1.411
H 0.169 -2.222 1.102
H 1.219 -1.142 2.141
H 2.255 -0.211 0.016
H 1.147 -1.058 -1.958
*
```

Number 1: E_tot -310.9931 Eh. Number 2: E_tot -311.0191 Eh.